101
Properties=species:S:1:pos:R:3:forces:R:3 method="wB97M-V/def2-TZVPD" lumo_energy_ha="-0.12173 / -0.11617" multiplicity=2 homo_lumo_gap_ha="0.2813 / 0.2872" s_squared=0.792 charge=+1 e_above_lowest_kcal_mol=4.9
V -0.5188 -1.2711 -1.4108 0.1 -0.4 0.9
O 3.3144 1.0932 -0.6535 0.0 0.0 -0.1
As 1.7115 0.8469 -1.2599 0.3 0.1 -0.6
O 0.7041 1.4413 -0.0106 -0.3 0.3 0.2
O 1.4168 -0.7275 -1.6356 -0.3 -0.2 0.6
C 1.7111 1.8273 -2.8958 0.1 0.0 0.2
C 2.7079 2.7682 -3.1037 0.0 0.0 0.0
C 2.8700 3.3360 -4.3622 0.0 0.0 0.0
C 2.0473 2.9478 -5.4051 0.0 0.0 0.1
C 1.0445 2.0075 -5.1948 0.0 0.0 -0.1
C 0.8739 1.4385 -3.9481 -0.1 -0.1 0.0
S -0.5321 0.3427 -3.7225 0.1 0.3 0.0
O -0.1611 -1.0708 -3.8003 0.1 -0.1 -0.2
O -1.5367 0.7885 -4.6312 0.0 0.0 0.0
O -0.8279 0.5762 -2.2670 -0.3 0.0 0.1
H 3.5649 0.4483 0.0234 0.0 -0.1 -0.1
H 3.3695 3.0486 -2.2954 0.0 0.0 0.0
H 3.6442 4.0746 -4.5190 0.0 0.0 0.0
H 2.1708 3.3831 -6.3874 0.0 0.0 0.0
H 0.3706 1.7346 -5.9963 0.0 0.0 0.0
C -6.4366 0.0158 -3.1341 0.0 0.0 0.0
C -5.9206 -0.8369 -1.9753 0.0 0.0 0.0
C -4.6020 -1.4660 -2.2796 0.1 0.0 0.0
N -3.5083 -1.1689 -1.6810 -0.2 0.1 0.0
N -2.4291 -1.8637 -2.1598 0.5 0.0 -0.1
C -2.7173 -2.6902 -3.1392 -0.1 -0.1 0.0
N -1.8270 -3.5028 -3.7365 0.0 0.1 0.0
S -4.4000 -2.6650 -3.5385 0.1 0.0 0.1
H -7.3786 0.4913 -2.8647 0.0 0.0 0.0
H -6.6130 -0.5873 -4.0263 0.0 0.0 0.0
H -5.7180 0.7945 -3.3915 0.0 0.0 0.0
H -6.6432 -1.6158 -1.7221 0.0 0.0 0.0
H -5.7719 -0.2307 -1.0814 0.0 0.0 0.0
H -0.8508 -3.2462 -3.6681 -0.1 0.0 0.0
H -2.0954 -3.9647 -4.5883 0.0 0.0 0.0
C -2.4431 -3.0883 0.7957 0.0 0.0 0.1
C -1.5834 -1.9266 1.1902 0.2 0.2 0.4
O -1.3083 -1.6632 2.3492 -0.1 -0.1 -0.1
N -1.1001 -1.1044 0.1735 0.1 -0.2 -1.2
Te 0.3305 0.5738 1.7410 0.2 0.1 -0.1
C 1.5203 1.9995 2.7409 0.1 0.0 0.2
C 1.2816 3.3832 2.7144 0.0 -0.2 -0.1
C 0.2108 4.0250 1.8737 0.0 0.1 0.0
C 2.0751 4.1989 3.5095 0.0 0.0 0.0
C 3.0797 3.6889 4.3229 0.0 0.0 0.0
C 3.9132 4.5922 5.1840 0.0 0.0 0.0
C 3.3061 2.3177 4.3165 0.0 0.0 0.0
C 2.5466 1.4549 3.5382 -0.1 0.0 -0.1
C 2.8485 -0.0239 3.6317 0.0 0.0 0.1
C -1.5372 1.3837 2.2908 0.0 0.1 0.1
C -1.7250 1.2266 3.6706 0.0 0.0 0.0
C -0.6976 0.5942 4.5738 0.0 0.0 0.1
C -2.9155 1.6773 4.2247 0.0 0.0 0.0
C -3.9087 2.2543 3.4446 0.0 0.0 0.0
C -5.2014 2.7179 4.0531 0.0 0.0 0.0
C -3.6888 2.3699 2.0796 0.0 0.0 0.0
C -2.5133 1.9459 1.4676 0.1 0.0 0.1
C -2.3583 2.1794 -0.0051 -0.1 0.0 0.0
H -2.5211 -3.7681 1.6396 0.0 0.0 0.0
H -2.0219 -3.6001 -0.0649 0.0 0.0 0.0
H -3.4324 -2.7075 0.5342 0.0 0.0 0.0
H 0.0017 3.4668 0.9636 0.0 0.0 0.0
H 0.5241 5.0276 1.5825 0.0 0.0 0.0
H -0.7215 4.1185 2.4357 0.0 0.0 0.0
H 1.9055 5.2700 3.4886 0.0 0.0 0.0
H 3.6552 5.6386 5.0308 0.0 0.0 0.0
H 4.9745 4.4650 4.9656 0.0 0.0 0.0
H 3.7688 4.3573 6.2400 0.0 0.0 0.0
H 4.0998 1.9056 4.9306 0.0 0.0 0.0
H 3.9009 -0.1693 3.8731 0.0 0.0 0.0
H 2.6481 -0.5943 2.7237 0.0 0.0 0.0
H 2.2712 -0.4916 4.4337 0.0 0.0 0.0
H -0.1582 -0.2349 4.0981 0.0 0.0 0.0
H -1.1925 0.1473 5.4341 0.0 0.0 0.0
H 0.0321 1.3227 4.9351 0.0 0.0 0.0
H -3.0700 1.5582 5.2911 0.0 0.0 0.0
H -5.1216 2.8045 5.1356 0.0 0.0 0.0
H -6.0032 2.0104 3.8322 0.0 0.0 0.0
H -5.4996 3.6867 3.6519 0.0 0.0 0.0
H -4.4559 2.8162 1.4545 0.0 0.0 0.0
H -3.2540 1.8473 -0.5334 0.0 0.0 0.0
H -1.5191 1.6549 -0.4344 0.0 0.0 0.0
H -2.2285 3.2468 -0.2029 0.0 0.0 0.0
C 5.5947 -5.9494 -3.4736 0.0 0.0 0.0
C 4.5214 -5.3324 -2.6229 0.0 0.0 0.0
C 3.2193 -5.8295 -2.6460 0.0 0.0 0.0
C 2.2210 -5.2548 -1.8791 0.0 -0.1 -0.1
C 2.5220 -4.1623 -1.0819 0.1 0.1 0.2
C 3.8095 -3.6538 -1.0341 0.0 0.1 0.0
C 4.8013 -4.2415 -1.8034 0.0 0.0 0.0
S 1.2483 -3.4618 -0.0830 0.0 0.0 -0.2
O 0.6669 -4.4866 0.7301 0.0 -0.1 0.1
O 1.7776 -2.2938 0.5913 0.0 -0.1 0.0
O 0.2063 -3.0662 -1.1468 -0.3 0.4 -0.5
H 5.3479 -6.9759 -3.7413 0.0 0.0 0.0
H 6.5541 -5.9518 -2.9564 0.0 0.0 0.0
H 5.7222 -5.3854 -4.4002 0.0 0.0 0.0
H 2.9877 -6.6876 -3.2658 0.0 0.0 0.0
H 1.2167 -5.6604 -1.8882 0.0 0.0 0.0
H 4.0248 -2.8081 -0.3952 0.0 0.0 0.0
H 5.8114 -3.8513 -1.7612 0.0 0.0 0.0

=====

89
Properties=species:S:1:pos:R:3:forces:R:3 method="wB97M-V/def2-TZVPD" lumo_energy_ha="-0.35048 / -0.34022" multiplicity=2 homo_lumo_gap_ha="0.2097 / 0.2194" s_squared=0.773 charge=+3 e_above_lowest_kcal_mol=35.8
Ru 0.4991 -0.2127 -0.1230 -0.8 1.2 0.3
C 5.9566 -0.6610 0.5731 0.0 0.1 0.0
Se 4.1164 -0.6160 1.1889 0.0 0.0 0.0
C 4.2175 1.0135 2.2444 0.0 0.0 0.0
C 2.9480 1.2017 3.0419 0.0 -0.2 0.0
Se 1.3238 1.5142 1.9559 0.3 -0.1 -0.1
C 0.1733 1.6383 3.5212 -0.1 0.0 -0.1
H 6.6238 -0.8603 1.4060 0.0 0.0 0.0
H 6.2086 0.2860 0.1011 0.0 0.0 0.0
H 6.0329 -1.4646 -0.1550 0.0 0.0 0.0
H 4.4063 1.8570 1.5820 0.0 0.0 0.0
H 5.0533 0.9310 2.9390 0.0 0.0 0.0
H 3.0112 2.0999 3.6536 0.0 0.0 0.0
H 2.7466 0.3456 3.6839 0.0 0.0 0.0
H 0.1444 0.6948 4.0570 0.0 0.0 0.0
H -0.8270 1.9354 3.2117 0.0 0.0 0.0
H 0.5924 2.4126 4.1594 0.0 0.0 0.0
C -1.4073 2.9025 -2.6431 0.0 -0.1 0.1
C -1.8556 1.7215 -3.4946 0.0 0.1 0.1
C -2.7593 0.7589 -2.7400 0.0 0.0 0.1
Sb -1.9351 -0.5434 -1.2449 0.5 -0.4 -0.1
C -1.5680 -2.2976 -2.3482 -0.2 0.0 0.2
C -1.3725 -2.2262 -3.7223 0.1 -0.1 0.0
C -1.0881 -3.3861 -4.4361 0.0 0.0 0.0
C -1.0159 -4.6058 -3.7797 0.0 0.0 0.0
C -1.2276 -4.6769 -2.4060 0.0 0.0 0.0
C -1.4965 -3.5225 -1.6863 0.0 0.0 -0.1
C -3.6396 -0.8847 -0.0655 0.1 0.0 -0.1
C -4.3932 -2.0282 -0.3186 0.0 -0.1 0.1
C -5.6140 -2.1960 0.3268 0.0 0.1 0.0
C -6.0770 -1.2224 1.2028 0.1 0.0 0.0
C -5.3279 -0.0709 1.4353 0.0 -0.1 0.0
C -4.1083 0.1012 0.7997 0.0 0.1 0.0
Sb -0.3693 2.4369 -0.8141 0.1 -0.2 0.1
C 0.2168 4.3455 -0.1276 -0.1 -0.2 0.0
C 0.8502 5.1604 -1.0618 0.0 0.0 0.0
C 1.2107 6.4515 -0.6972 0.0 0.0 0.1
C 0.9293 6.9171 0.5818 0.0 -0.1 0.0
C 0.2886 6.0952 1.5046 0.1 0.1 -0.1
C -0.0683 4.8026 1.1533 -0.1 0.0 0.0
C 1.4158 1.5828 -1.5278 -0.1 -0.2 -0.4
C 1.3252 0.4452 -2.3590 0.1 0.2 -0.2
C 2.4920 -0.1500 -2.8800 0.1 0.0 0.0
C 3.7219 0.3821 -2.5810 -0.1 0.0 0.0
C 3.8185 1.5173 -1.7561 0.0 0.0 0.0
C 2.6919 2.1015 -1.2284 0.2 0.0 0.1
H -2.2604 3.5090 -2.3338 0.0 0.0 0.0
H -0.7180 3.5516 -3.1832 0.0 0.0 0.0
H -1.0002 1.2177 -3.9464 0.0 0.0 0.0
H -2.4344 2.1255 -4.3293 0.0 0.0 0.0
H -3.5507 1.3040 -2.2198 0.0 0.0 0.0
H -3.2515 0.0417 -3.3999 0.0 0.0 0.0
H -1.4484 -1.2853 -4.2564 0.0 0.0 0.0
H -0.9394 -3.3339 -5.5065 0.0 0.0 0.0
H -0.8086 -5.5077 -4.3401 0.0 0.0 0.0
H -1.1981 -5.6353 -1.9035 0.0 0.0 0.0
H -1.6774 -3.5883 -0.6170 0.0 0.0 0.0
H -4.0492 -2.7867 -1.0131 0.0 0.0 0.0
H -6.2049 -3.0808 0.1311 0.0 0.0 0.0
H -7.0305 -1.3518 1.6975 0.0 0.0 0.0
H -5.7009 0.6952 2.1021 0.0 0.0 0.0
H -3.5409 1.0110 0.9744 0.0 0.0 0.0
H 1.0746 4.8108 -2.0648 0.0 0.0 0.0
H 1.7034 7.0922 -1.4169 0.0 0.0 0.0
H 1.2039 7.9259 0.8595 0.0 0.0 0.0
H 0.0591 6.4647 2.4955 0.0 0.0 0.0
H -0.5765 4.1730 1.8737 0.0 0.0 0.0
H 0.3891 0.1225 -2.7999 0.0 0.0 0.1
H 2.3998 -1.0015 -3.5433 0.0 0.0 0.0
H 4.6185 -0.0499 -3.0059 0.0 0.0 0.0
H 4.7911 1.9519 -1.5579 0.0 0.0 0.0
H 2.7727 2.9929 -0.6166 0.0 0.0 0.0
C 0.9086 -5.3466 3.3651 0.0 0.0 0.0
C 0.5402 -4.0833 2.6758 0.2 -0.1 -0.1
C -0.4253 -3.2090 3.0848 -0.2 0.1 0.1
C -0.6703 -2.0290 2.3637 0.0 0.0 0.1
N 0.0309 -1.7724 1.2566 0.0 0.1 0.0
C 0.9535 -2.6568 0.8316 0.0 0.4 -0.5
S 1.6790 -2.1236 -0.6150 -0.1 -0.5 0.2
N 1.2169 -3.7636 1.5307 0.0 -0.3 0.2
C -1.7126 -1.0684 2.8001 0.0 0.0 0.0
H 0.3839 -5.4370 4.3114 0.0 0.0 0.0
H 1.9834 -5.3844 3.5547 0.0 0.0 0.0
H 0.6499 -6.2049 2.7396 0.0 0.0 0.0
H -0.9954 -3.4165 3.9794 0.0 0.0 0.0
H 1.9530 -4.3772 1.1955 0.0 0.0 0.0
H -1.7047 -0.9469 3.8834 0.0 0.0 0.0
H -2.6919 -1.4702 2.5239 0.0 0.0 0.0
H -1.5865 -0.1057 2.3118 0.0 0.0 0.0

=====

94
Properties=species:S:1:pos:R:3:forces:R:3 method="wB97M-V/def2-TZVPD" lumo_energy_ha=0.01607 multiplicity=1 homo_lumo_gap_ha=0.3168
C 1.9370 -1.5397 3.4729 -0.7 0.4 -0.1
B 0.4992 -1.2323 2.9048 0.1 -0.5 -0.2
O -0.5822 -1.0997 3.7701 -0.2 -0.4 -0.3
P 0.1269 -0.9346 1.0630 0.1 0.7 -0.1
C -1.5540 -1.6266 0.7095 0.6 -0.7 0.2
C -1.6148 -3.0955 0.2687 -0.5 0.5 0.2
C -1.9645 -4.0259 1.4064 0.6 -0.1 -0.4
Cl -0.5711 -4.4762 2.4561 0.0 0.1 0.1
C 1.4287 -1.8367 0.0952 -1.3 0.1 0.5
O 1.6529 -3.1810 0.5607 -0.5 0.6 0.3
C 2.8707 -3.6480 0.3587 -0.3 -1.4 0.7
C 3.1243 -4.9217 1.0893 -1.0 -0.3 0.0
O 3.6801 -3.1418 -0.3397 1.5 1.3 -1.3
H 2.4631 -2.3023 2.9230 0.2 -0.3 -0.2
H 1.8491 -1.8034 4.5196 0.2 -0.1 0.3
H 2.5176 -0.6237 3.4013 0.3 0.2 0.0
H -0.8199 -1.9830 4.0925 0.1 0.3 0.3
H -2.1014 -1.5679 1.6412 -0.1 0.3 0.4
H -2.0893 -0.9899 0.0288 0.1 0.4 -0.5
H -2.4405 -3.1876 -0.4277 -0.3 -0.1 -0.2
H -0.7455 -3.4168 -0.2792 0.4 -0.2 -0.1
H -2.6848 -3.5690 2.0578 -0.4 0.1 0.3
H -2.3430 -4.9479 1.0078 -0.2 -0.5 0.0
H 2.3122 -1.2315 0.1806 0.6 0.0 0.0
H 1.1175 -1.8674 -0.9382 0.1 0.0 -0.4
H 3.6203 -5.6114 0.4282 0.5 -0.1 0.0
H 3.6663 -4.7358 2.0029 0.4 0.0 0.1
H 2.1762 -5.3628 1.3643 -0.3 -0.1 0.2
N -2.2697 1.0937 -1.6692 0.0 0.1 0.0
C -1.3752 1.5016 -2.5694 0.1 -0.1 0.1
C -1.6534 2.4236 -3.5659 0.0 -0.1 -0.1
C -2.9333 2.9483 -3.6376 0.0 0.0 -0.1
C -3.8767 2.5364 -2.7114 0.1 0.0 0.0
C -3.4928 1.6132 -1.7502 -0.1 -0.1 0.2
H -0.3868 1.0636 -2.4778 0.0 0.0 0.0
H -0.8869 2.7252 -4.2657 0.0 0.0 0.0
H -3.1884 3.6720 -4.4010 0.0 0.0 0.0
H -4.8864 2.9231 -2.7289 0.0 0.0 0.0
H -4.1986 1.2642 -1.0022 -0.1 0.0 -0.1
N -5.5176 0.0842 1.4465 0.0 0.1 0.1
C -6.5977 -0.1140 2.2019 0.0 -0.1 -0.1
C -6.7496 0.4048 3.4781 0.1 -0.1 0.1
C -5.7190 1.1670 4.0042 0.0 0.0 0.1
C -4.5873 1.3828 3.2354 0.0 0.0 0.0
C -4.5397 0.8228 1.9677 0.1 0.0 -0.2
H -7.3780 -0.7187 1.7526 0.0 0.0 0.0
H -7.6516 0.2187 4.0439 0.0 0.0 0.0
H -5.7997 1.5895 4.9979 0.0 0.0 0.0
H -3.7598 1.9715 3.6070 0.0 0.0 0.0
H -3.6734 0.9667 1.3286 0.1 0.0 0.1
N 9.0275 -0.2220 -0.8571 -0.1 0.0 0.0
C 8.5701 -0.7422 -1.9942 0.1 0.0 0.0
C 7.3546 -1.4013 -2.1049 0.0 0.0 0.1
C 6.5698 -1.5320 -0.9706 -0.2 -0.1 -0.1
C 7.0312 -0.9979 0.2215 0.1 0.0 0.0
C 8.2597 -0.3547 0.2232 0.1 0.0 0.0
H 9.2172 -0.6218 -2.8568 0.0 0.0 0.0
H 7.0328 -1.8030 -3.0564 0.0 0.0 0.0
H 5.6156 -2.0412 -1.0130 0.0 0.0 0.0
H 6.4512 -1.0779 1.1310 0.0 0.0 0.0
H 8.6573 0.0804 1.1341 0.0 0.0 0.0
N -9.2791 2.7827 3.5616 0.0 0.0 -0.1
C -8.3929 3.2005 2.6599 0.0 0.0 0.0
C -8.6825 4.1220 1.6648 -0.1 0.0 0.0
C -9.9668 4.6357 1.5999 0.0 0.0 -0.1
C -10.9032 4.2110 2.5284 0.0 0.0 0.0
C -10.5088 3.2882 3.4849 0.0 -0.1 0.1
H -7.4033 2.7735 2.7474 0.1 0.0 -0.1
H -7.9204 4.4263 0.9604 0.0 0.0 0.0
H -10.2347 5.3562 0.8374 0.0 0.0 0.0
H -11.9172 4.5863 2.5130 0.0 0.0 0.0
H -11.2088 2.9310 4.2327 0.0 0.0 0.0
N 9.7637 -6.0074 -5.1216 0.0 0.0 0.1
C 10.6604 -5.7347 -4.1759 0.0 -0.1 -0.1
C 10.3857 -4.9726 -3.0504 0.0 0.0 0.0
C 9.1074 -4.4615 -2.9009 0.0 0.1 0.1
C 8.1612 -4.7334 -3.8746 0.0 0.0 0.0
C 8.5397 -5.5094 -4.9598 0.0 -0.1 -0.1
H 11.6488 -6.1523 -4.3356 0.0 0.0 0.1
H 11.1537 -4.7847 -2.3127 0.0 0.0 0.0
H 8.8518 -3.8605 -2.0373 0.0 0.0 0.0
H 7.1511 -4.3541 -3.7955 0.0 0.0 0.0
H 7.8302 -5.7499 -5.7445 0.0 0.0 0.0
N -0.4901 5.6297 -2.7652 0.0 0.0 0.1
C 0.0353 6.8525 -2.7147 0.0 0.0 -0.1
C 0.0898 7.6194 -1.5611 0.0 0.0 0.0
C -0.4340 7.0882 -0.3938 0.0 0.0 0.1
C -0.9858 5.8187 -0.4273 0.0 0.1 0.0
C -0.9870 5.1342 -1.6336 0.0 0.0 0.0
H 0.4312 7.2305 -3.6512 0.0 0.0 0.0
H 0.5311 8.6065 -1.5788 0.0 0.0 0.0
H -0.4117 7.6555 0.5282 0.0 0.0 0.0
H -1.4057 5.3660 0.4605 0.0 0.0 0.0
H -1.4054 4.1391 -1.7047 0.0 0.0 0.1